No. 1
The following is a DFT calculation (the ωB97M-V functional and the def2-TZVPD basis) of a single C4H9NO2 molecule in a non-equilibrium geometry.

Values from the calculation:
- Charge: 0
- ΔE to the lowest compared entry with this formula, charge and spin: 38.63 kcal/mol
- SMILES string: COCCNC=O

XYZ file:
```
16
Properties=species:S:1:pos:R:3:forces:R:3:mulliken_charge:R:1
C -1.31671 -2.42487 -0.07581 0.7242 0.9804 -0.3906 -0.6997
O -0.36344 -1.37138 0.28990 -1.2332 0.4136 -0.6307 -0.3663
C -0.77666 -0.03996 -0.15093 0.2568 -0.6073 0.4007 -0.3718
C -0.00104 1.03866 0.61419 -0.0382 -0.2643 -0.4115 -0.6567
N 1.43655 0.97544 0.32897 1.0871 -1.1986 -0.3348 -0.1505
C 2.14759 1.94690 -0.31847 -2.1234 0.4891 0.5286 0.0817
O 1.64436 3.03925 -0.47728 0.6828 0.5157 -0.4250 -0.5688
H -2.00383 -2.07965 -0.86144 0.2968 -0.0070 0.0196 0.3295
H -0.73406 -3.27143 -0.47131 -0.3016 0.2391 0.3538 0.2401
H -1.94720 -2.70230 0.76885 0.2800 -0.0856 0.1975 0.2567
H -0.66942 0.06950 -1.23886 0.4204 -0.1234 0.1100 0.3290
H -1.83711 0.13810 0.02152 -0.2410 -0.2296 0.3833 0.3772
H -0.39914 2.01029 0.27820 0.4444 -0.2808 0.1784 0.3599
H -0.20490 0.93774 1.69570 0.2344 0.0069 -0.4469 0.2493
H 1.88367 0.05532 0.28480 -0.6437 0.3749 0.2987 0.2544
H 3.14134 1.67839 -0.68801 0.1544 -0.2232 0.1689 0.3358
```
Positions in Å, forces in eV/Å.

=====

No. 2
The following is a DFT calculation (the ωB97M-V functional and the def2-TZVPD basis) of 3 unconnected molecules or ions with the total composition C22H43N2O5P in a non-equilibrium geometry.

Values from the calculation:
- Charge: 0
- E_tot: -46012.5795 eV
- Multiplicity: 3

XYZ file:
```
73
Properties=species:S:1:pos:R:3:forces:R:3:lowdin_spin:R:1
O 1.19537 -2.98937 5.13899 2.0269 -2.2816 -1.8127 0.0000
P 2.21405 -4.01231 4.55697 -2.6256 3.3942 4.0121 0.0000
C 2.47337 -5.36004 5.89386 1.5624 -0.7281 -0.5021 0.0000
C 2.76615 -6.74033 5.06778 0.1254 1.0973 2.3395 0.0000
C 4.33465 -6.83536 5.34595 1.0915 0.0579 -1.4069 0.0000
O 4.76006 -6.19015 6.59157 -3.3823 0.8691 -1.1821 0.0000
C 3.79077 -5.15099 6.80123 1.9699 1.3153 1.6517 0.0000
O 4.06759 -4.27005 7.62178 -1.5623 -2.6560 -2.7563 0.0000
H 3.48655 -3.33545 4.44976 -0.3904 -0.9536 -0.5589 0.0000
H 1.77071 -4.58152 3.31468 0.7059 -0.1000 0.5503 0.0000
H 1.65587 -5.38545 6.68792 0.6436 0.1820 -1.6364 0.0000
H 2.63118 -6.56747 3.95406 -0.1760 -0.7411 1.4959 0.0000
H 2.05781 -7.47919 5.58246 1.3960 0.4606 -1.3361 0.0000
H 4.87067 -7.83419 5.27469 -1.0801 1.1362 0.2438 0.0000
H 4.77415 -6.17382 4.52056 -0.3432 -1.0042 0.8917 0.0000
C -1.45045 0.04788 2.84736 -0.2063 0.2320 0.1263 0.0020
C -0.00867 -0.22292 2.34427 -1.4613 -0.9306 1.1853 0.0236
C 1.00737 0.08423 3.46653 0.2998 0.3204 -0.0912 0.0133
C 1.25410 1.57354 3.68801 -0.0485 0.0099 0.0171 0.0008
C 1.59570 2.27008 2.37589 0.1105 -0.3520 0.2326 0.0135
C 0.54453 2.02137 1.27623 -0.6910 2.0062 -0.2534 0.0244
N 0.23519 0.57108 1.10073 4.0063 -1.2461 -0.3829 0.3306
O 1.27703 0.00316 0.44690 -2.0869 0.7989 0.5303 0.5841
C -0.74389 2.80810 1.61072 -0.2347 -0.0882 0.2837 0.0012
C 1.03747 2.67789 -0.03711 0.1876 -0.6822 -0.2024 -0.0010
C 0.01817 -1.75145 2.09343 0.4304 0.0779 -0.5544 -0.0010
H -2.12772 0.26476 2.01723 0.1198 0.0494 0.0167 0.0015
H -1.86760 -0.82028 3.36533 0.2766 0.0072 -0.0660 -0.0004
H -1.50512 0.86894 3.56318 0.0079 0.0422 -0.1230 0.0000
H 1.97013 -0.38564 3.22983 -0.1338 -0.0361 -0.1566 0.0024
H 0.67612 -0.36693 4.40651 -0.1213 -0.1693 -0.2454 0.0010
H 0.38103 2.04057 4.15705 0.0294 -0.0157 -0.0661 0.0003
H 2.08096 1.70178 4.39608 -0.1237 -0.0227 -0.0591 0.0009
H 1.70296 3.34497 2.55738 -0.1655 -0.0468 -0.2391 0.0009
H 2.57963 1.92124 2.04107 -0.1428 -0.0863 -0.1553 0.0027
H -1.53798 2.58420 0.89337 0.0987 -0.0443 0.0213 0.0011
H -0.56166 3.88574 1.56788 0.1780 -0.1661 -0.1119 -0.0004
H -1.12828 2.61937 2.61134 -0.0002 -0.1030 -0.0589 0.0000
H 2.01576 2.30835 -0.35224 -0.1559 -0.1631 0.0702 -0.0007
H 1.14222 3.75967 0.08446 -0.1656 -0.1453 0.2567 -0.0003
H 0.32734 2.50733 -0.85241 0.0654 -0.0130 0.0728 -0.0003
H -0.67206 -2.03488 1.29357 0.0727 0.1042 -0.0263 0.0002
H -0.27385 -2.29838 2.99395 -0.0229 0.3975 0.0671 -0.0003
H 1.01698 -2.11515 1.83158 -0.1069 0.2222 -0.1623 -0.0007
C -0.57969 0.38286 -5.73584 -0.1136 -0.0158 -0.3385 0.0019
C -1.09368 0.94517 -4.38459 1.0140 -1.7864 -0.7657 0.0234
C -2.47324 0.33569 -4.05069 -0.3283 0.3829 0.1386 0.0131
C -3.62503 0.93121 -4.85433 -0.0089 -0.0825 -0.0714 0.0008
C -3.61675 2.45286 -4.77098 0.0280 -0.3059 0.2732 0.0133
C -2.26079 3.06610 -5.17294 -0.5828 1.0463 -1.7338 0.0243
N -1.11466 2.43907 -4.45015 -1.6502 0.4132 3.8346 0.3276
O -1.12352 2.90614 -3.17963 0.5715 -0.4168 -2.1470 0.5887
C -2.06938 2.93138 -6.70148 0.0495 -0.3150 -0.1729 0.0011
C -2.32573 4.59783 -4.95048 0.3107 -0.1446 0.6209 -0.0009
C -0.07815 0.40544 -3.34411 -0.2097 0.7280 0.4243 -0.0010
H 0.12896 1.06768 -6.20830 -0.1104 0.0185 0.0589 0.0015
H -0.04965 -0.56457 -5.60408 -0.1298 0.1225 0.2122 -0.0004
H -1.38276 0.17219 -6.44350 0.0303 0.1289 -0.0112 0.0000
H -2.69274 0.48395 -2.98611 0.1928 0.1063 -0.0493 0.0025
H -2.45251 -0.74768 -4.20555 0.2765 0.0913 -0.0242 0.0010
H -3.57462 0.60138 -5.89789 0.0227 0.0595 0.0442 0.0003
H -4.57500 0.54884 -4.46327 0.1138 0.0312 -0.0673 0.0008
H -4.41346 2.85138 -5.40830 0.2447 0.1361 -0.0434 0.0010
H -3.87382 2.74796 -3.74697 0.2183 0.0582 -0.0213 0.0027
H -1.07907 3.28069 -7.00547 -0.0441 -0.0413 0.0950 0.0011
H -2.80618 3.53546 -7.23879 0.0333 0.0386 0.2563 -0.0004
H -2.19980 1.91729 -7.07426 0.0957 0.0053 0.0744 0.0000
H -2.57675 4.86392 -3.92155 0.1750 -0.1612 -0.0369 -0.0007
H -3.09624 5.04860 -5.58225 0.0641 -0.3163 -0.0765 -0.0003
H -1.37322 5.07230 -5.20527 -0.0521 -0.1053 0.0632 0.0002
H 0.92111 0.81433 -3.51635 -0.0920 0.0262 0.0054 0.0002
H -0.00713 -0.68404 -3.40210 -0.1663 0.1389 -0.2650 -0.0002
H -0.37087 0.63365 -2.31518 0.0697 0.1542 -0.1959 -0.0007
```
Positions in Å, forces in eV/Å.

=====

No. 3
The following is a DFT calculation (the ωB97M-V functional and the def2-TZVPD basis) of a molecular structure, C43H42CrF2I2N7OP2Se2.

Values from the calculation:
- Charge: 0
- ΔE to the lowest compared entry with this formula, charge and spin: 0.00 kcal/mol
- Multiplicity: 4

XYZ file:
```
102
Properties=species:S:1:pos:R:3:forces:R:3:lowdin_spin:R:1
Cr 0.28931 -0.25379 -0.17858 -0.2443 -0.1617 -0.1752 2.9740
Se 7.46126 -1.56392 -0.71768 -0.0519 0.0018 0.0011 -0.0003
P 6.27699 0.15901 -0.61769 -0.0116 0.0222 0.0060 0.0006
C 6.89018 1.24648 0.70663 0.1151 0.0228 -0.0540 0.0001
C 7.32830 2.55129 0.51728 0.2122 -0.1176 -0.0170 0.0000
C 7.84978 3.27507 1.58378 0.0082 0.0033 0.0161 0.0000
C 7.93735 2.69748 2.83987 -0.0117 0.0141 0.0084 0.0000
C 7.49881 1.39178 3.03489 0.0197 0.0012 0.0176 0.0000
C 6.98168 0.66892 1.97513 0.1011 -0.0339 -0.0083 0.0001
C 6.29051 1.08678 -2.17356 0.0176 0.0172 0.0053 0.0001
C 5.15973 1.21087 -2.97205 -0.0306 -0.0610 -0.0016 0.0000
C 5.24943 1.82080 -4.21513 0.0437 -0.0044 -0.0406 0.0000
C 6.46362 2.31540 -4.66349 -0.0164 -0.0161 -0.0178 0.0000
C 7.60084 2.17776 -3.87745 0.0133 0.0013 0.0039 0.0000
C 7.51845 1.55156 -2.64603 0.0494 -0.0049 0.0147 0.0000
C 4.52477 -0.13548 -0.22167 0.0670 -0.1863 -0.0850 0.0038
C 3.32240 0.57846 -0.13832 -0.0198 0.0989 0.0383 0.0047
N 2.35251 -0.35197 0.01839 0.0604 -0.1570 0.0417 -0.0095
N 2.91618 -1.54948 0.06288 0.1759 0.1394 -0.0402 0.0091
N 4.20603 -1.44312 -0.08804 -0.1372 0.0035 0.0706 0.0031
P 2.70673 2.25989 -0.01414 -0.1493 0.0466 -0.0556 0.0005
Se 0.58011 2.26284 -0.42829 0.1647 0.2700 0.0224 -0.0046
C 3.62897 3.38115 -1.09118 0.0443 0.0490 0.0263 -0.0007
C 4.88636 3.85419 -0.71932 -0.2279 0.0221 0.1675 -0.0001
C 5.59804 4.68048 -1.57276 -0.0975 0.0212 -0.0490 -0.0001
C 5.04755 5.05875 -2.78950 0.0010 -0.0047 0.0014 -0.0001
C 3.78779 4.60607 -3.15327 -0.0301 0.0177 0.0106 0.0000
C 3.07976 3.76196 -2.31208 -0.0125 0.0464 0.0196 0.0002
C 2.99321 2.83035 1.69037 0.0514 -0.0490 0.0315 0.0009
C 4.17350 2.52574 2.36289 -0.0266 -0.1075 0.0176 0.0002
C 4.38953 2.99913 3.64874 -0.0129 0.0536 0.0442 0.0000
C 3.42976 3.78404 4.27187 0.0464 0.0461 -0.0375 0.0000
C 2.24691 4.08177 3.60950 -0.0125 0.0728 -0.0141 0.0000
C 2.02499 3.60375 2.32652 -0.0191 0.0674 -0.0313 0.0003
H 7.25819 3.01357 -0.45960 0.1601 -0.1592 0.0757 0.0000
H 8.19275 4.29013 1.42700 0.0062 -0.0003 0.0056 0.0000
H 8.35062 3.26064 3.66758 -0.0011 -0.0084 -0.0127 0.0000
H 7.57353 0.93316 4.01298 0.0007 0.0011 -0.0044 0.0000
H 6.66442 -0.35812 2.11686 0.0135 -0.0018 -0.0168 0.0000
H 4.20938 0.80689 -2.64379 0.0407 0.0182 -0.0007 0.0000
H 4.36547 1.90070 -4.83472 0.0038 0.0053 -0.0002 0.0000
H 6.53016 2.79248 -5.63355 -0.0022 -0.0114 0.0097 0.0000
H 8.55738 2.53696 -4.23542 -0.0090 -0.0035 0.0049 0.0000
H 8.41622 1.38512 -2.06232 -0.0082 0.0227 0.0230 0.0000
H 5.31760 3.58258 0.23893 -0.2710 0.1222 -0.1724 0.0000
H 6.57894 5.03599 -1.28327 0.0073 0.0245 -0.0147 0.0000
H 5.60209 5.70932 -3.45396 -0.0089 -0.0078 0.0048 0.0000
H 3.35317 4.90516 -4.09850 0.0167 -0.0029 0.0051 0.0000
H 2.09803 3.40531 -2.59514 -0.0248 -0.0185 0.0059 0.0006
H 4.92754 1.90211 1.90153 -0.1006 0.0318 0.0158 0.0000
H 5.31224 2.75093 4.15620 -0.0258 0.0034 -0.0043 0.0000
H 3.60182 4.15866 5.27316 -0.0103 -0.0065 -0.0035 0.0000
H 1.49047 4.68952 4.09038 0.0104 -0.0070 0.0022 0.0000
H 1.09624 3.82413 1.81684 -0.0116 -0.0070 -0.0130 0.0002
I -3.40932 -2.74328 -1.20522 0.0431 -0.0320 0.0197 0.0033
C -3.89617 -0.80237 -0.63714 0.2684 0.1528 0.0495 0.0134
C -5.25191 -0.43981 -0.62471 -0.0041 -0.0107 0.0081 -0.0014
C -5.63975 0.82009 -0.27454 -0.0204 -0.0104 -0.0054 0.0124
I -7.68248 1.26524 -0.26301 -0.0202 -0.0133 -0.0066 0.0017
C -4.66817 1.79351 0.06521 0.0054 -0.0010 0.0040 0.0001
C -4.97253 3.12586 0.42348 -0.0107 0.0010 0.0012 0.0026
C -3.96896 4.00131 0.71696 -0.0126 0.0223 -0.0042 -0.0019
C -2.64143 3.54424 0.64761 0.0619 -0.0233 -0.0102 0.0037
N -2.32011 2.31738 0.33223 0.0997 0.0082 0.0114 -0.0027
C -3.29713 1.42908 0.04456 0.0807 -0.1406 -0.0172 0.0042
C -2.87204 0.08062 -0.29427 0.0854 -0.1210 -0.0523 0.0009
O -1.62742 -0.27869 -0.26952 -0.3662 0.1232 0.0201 0.0591
H -5.99197 -1.18052 -0.89433 0.0007 -0.0022 -0.0047 -0.0003
H -6.00766 3.43999 0.45534 0.0195 -0.0036 0.0000 0.0002
H -4.17947 5.02740 0.98677 0.0001 -0.0028 0.0011 -0.0002
H -1.81570 4.22257 0.85036 -0.0090 -0.0127 0.0020 0.0003
C 1.51016 0.80667 5.06251 -0.0091 -0.0340 -0.0038 0.0006
C 0.10684 0.63336 4.47503 0.0552 -0.0179 0.0410 0.0025
C 0.16490 0.24030 3.07336 -0.0979 0.1025 0.1803 0.0147
N 0.21982 -0.04289 1.96914 0.0106 -0.0534 -0.0322 0.0071
H 1.43292 1.11616 6.10351 0.0037 0.0041 -0.0010 0.0001
H 2.06853 1.56364 4.51469 -0.0265 -0.0530 0.0109 0.0000
H 2.06523 -0.12956 5.02040 -0.0089 -0.0067 0.0075 0.0000
H -0.46748 1.56023 4.52219 0.0153 0.0103 0.0106 0.0005
H -0.45974 -0.12922 5.01129 -0.0152 0.0056 -0.0055 0.0006
F -0.63975 -0.89416 -2.83553 0.2474 0.0340 0.0521 -0.0103
C 0.54118 -0.51434 -2.22306 -0.0584 -0.1974 -0.0670 -0.0735
F 1.43511 -1.56633 -2.46649 -0.1433 0.1206 -0.0696 -0.0112
H 0.93009 0.33652 -2.79352 -0.0264 -0.0134 0.0360 -0.0041
C -0.14798 -4.85291 2.60249 0.0092 0.0065 -0.0011 0.0000
C 0.35070 -4.39299 1.23599 0.0431 -0.0301 0.0019 -0.0007
C -0.33470 -5.20176 0.13942 -0.0019 0.0105 0.0121 -0.0001
C 1.87065 -4.56065 1.15072 0.0005 -0.0337 -0.0075 0.0000
N -0.06850 -2.97589 1.13902 -0.0372 -0.0553 -0.0312 0.0030
N 0.23940 -2.35483 -0.10809 0.0092 0.1126 0.0238 -0.0123
H 0.13898 -5.88971 2.78453 -0.0065 0.0154 -0.0057 0.0000
H -1.23340 -4.76647 2.65884 0.0074 -0.0073 0.0008 0.0000
H 0.28831 -4.24202 3.39796 0.0024 -0.0035 -0.0025 0.0000
H -0.14166 -6.26429 0.29429 0.0065 0.0146 -0.0079 0.0000
H 0.03955 -4.94417 -0.85350 -0.0037 0.0113 0.0046 -0.0001
H -1.41193 -5.03768 0.16335 -0.0377 0.0179 -0.0061 0.0000
H 2.13878 -5.61724 1.21161 -0.0168 0.0047 0.0032 0.0000
H 2.36314 -4.03711 1.97357 0.0070 0.0137 -0.0251 0.0000
H 2.28318 -4.16869 0.21925 -0.0048 -0.0363 0.0426 0.0000
H 0.43182 -2.44997 1.84392 0.0361 0.0449 0.0843 0.0003
H -0.48123 -2.61308 -0.77643 -0.1273 0.0065 -0.0277 0.0022
H 1.15241 -2.64075 -0.45869 0.0804 -0.0562 -0.0815 0.0019
```
Positions in Å, forces in eV/Å.

=====

No. 4
The following is a DFT calculation (the ωB97M-V functional and the def2-TZVPD basis) of a single C6H8N2 molecule in a non-equilibrium geometry.

Values from the calculation:
- Charge: 0
- ΔE to the lowest compared entry with this formula, charge and spin: 125.62 kcal/mol
- SMILES string: N#C[C@@]12C[C@@H]1CCN2

XYZ file:
```
16
Properties=species:S:1:pos:R:3:forces:R:3:mulliken_charge:R:1
N 3.40719 -0.61350 -0.21218 -12.1199 5.1535 -2.2253 -0.4987
C 2.16638 -0.09868 -0.38940 14.3544 -5.1327 1.4121 -0.1110
C 0.86551 0.23742 0.03388 4.3027 -6.4082 -0.4694 1.1464
C 0.61143 1.43246 0.69144 -2.2757 5.8118 2.1509 -0.9906
C -0.09537 1.00406 -0.57058 -5.9416 0.4961 -1.5988 -0.3155
C -1.50542 0.05033 -0.34622 2.0572 2.3365 0.5017 -0.8849
C -0.95700 -1.32924 -0.01279 0.7848 2.4736 -0.5334 -0.3844
N 0.34481 -1.02627 0.58162 -0.0860 -2.5037 1.0260 -0.5383
H -0.06791 1.20110 1.53157 0.7641 0.8431 0.0048 0.2821
H 1.09283 2.53028 0.61668 -0.4827 -3.2267 0.4094 0.2721
H -0.03139 1.52242 -1.53430 0.2411 -0.2517 0.6283 0.3446
H -2.06651 0.15296 -1.20907 -0.8696 -0.2803 -2.1660 0.4164
H -2.25108 0.41034 0.40218 1.1931 0.0809 0.0513 0.2870
H -1.63071 -1.55114 0.76399 -0.6964 -2.0500 0.6503 0.2701
H -0.76728 -1.95392 -0.88252 -0.9811 -0.4218 0.0644 0.3665
H 0.88452 -1.96862 0.53569 -0.2445 3.0796 0.0938 0.3383
```
Positions in Å, forces in eV/Å.

=====

No. 5
The following is a DFT calculation (the ωB97M-V functional and the def2-TZVPD basis) of 2 unconnected molecules or ions with the total composition C3H8N2O in a non-equilibrium geometry.

Values from the calculation:
- Charge: 0
- ΔE to the lowest compared entry with this formula, charge and spin: 52.97 kcal/mol
- SMILES string: C=CN.NC=O

XYZ file:
```
14
Properties=species:S:1:pos:R:3:forces:R:3:mulliken_charge:R:1
C -1.71469 1.45874 -0.45636 1.8986 -0.5126 0.4527 -0.7726
C -1.23120 1.31921 0.79461 -1.8515 2.2332 -0.2100 0.0194
N -0.00290 1.78557 1.22057 0.1111 -1.0429 -0.1673 -0.3428
H -0.94705 1.74461 -1.17612 -0.5432 0.0810 -0.4342 0.1758
H -2.72636 1.26994 -0.74921 -0.1578 -0.2923 -0.0245 0.2824
H -1.99171 1.22929 1.56185 0.3297 -0.5580 0.4049 0.3198
H 0.71726 1.85463 0.52969 0.2149 0.4119 0.1325 0.1305
H 0.14243 2.17163 2.13552 -0.0083 -0.2303 -0.1404 0.1772
N 1.53916 -0.75300 -1.11983 -1.1798 -0.5339 -0.3485 -0.5786
C 0.75960 -1.49921 -0.18168 -0.6899 0.7219 0.2785 0.3102
O 0.53809 -2.67172 -0.25794 0.4593 -0.1979 -0.4412 -0.4425
H 1.58320 0.23523 -0.91401 0.0046 0.0485 0.5395 0.2697
H 0.92346 -0.78150 -1.94102 0.7989 -0.3064 -0.3106 0.2729
H 0.20406 -0.91069 0.56994 0.6134 0.1779 0.2684 0.1785
```
Positions in Å, forces in eV/Å.